ORCA calculation (ωB97M-V with the def2-TZVPD basis set) on C22H33IrN9 as an isolated structure in a non-equilibrium geometry.

Geometry as XYZ:
```
65
Properties=species:S:1:pos:R:3:lowdin_spin:R:1
Ir 0.112 -0.058 -0.411 0.33
C -0.679 3.096 3.378 0.00
N -1.024 3.269 1.957 0.04
C -1.894 4.402 1.636 0.01
C -1.995 4.366 0.124 0.00
N -1.124 3.247 -0.230 0.01
C -0.825 3.012 -1.630 0.00
C -0.628 2.606 0.841 0.01
N 0.189 1.509 0.810 0.19
C 0.968 1.178 2.023 0.02
C 2.164 0.417 1.552 0.03
N 1.648 -0.620 0.631 0.23
C 2.397 -1.804 0.462 0.01
N 2.111 -2.697 -0.486 0.02
C 1.117 -2.633 -1.529 0.00
C 3.044 -3.840 -0.455 0.00
C 3.973 -3.476 0.699 0.00
N 3.453 -2.173 1.182 0.03
C 4.153 -1.652 2.373 0.00
H -1.335 3.751 3.944 0.00
H 0.349 3.408 3.562 0.00
H -0.835 2.073 3.706 0.00
H -1.456 5.325 2.024 0.00
H -2.852 4.276 2.145 0.00
H -1.634 5.279 -0.351 0.00
H -3.008 4.190 -0.243 0.00
H -1.061 3.921 -2.178 0.00
H -1.431 2.204 -2.026 0.00
H 0.237 2.792 -1.749 0.00
H 0.355 0.590 2.706 0.01
H 1.320 2.052 2.563 0.00
H 2.682 0.031 2.418 0.00
H 2.858 1.069 1.014 0.01
H 0.120 -2.457 -1.117 0.00
H 1.062 -3.603 -2.019 0.00
H 1.369 -1.897 -2.297 0.00
H 3.572 -3.917 -1.404 0.00
H 2.494 -4.766 -0.291 0.00
H 5.008 -3.352 0.383 0.00
H 3.955 -4.197 1.515 0.00
H 5.027 -2.283 2.508 0.00
H 3.540 -1.736 3.270 0.00
H 4.517 -0.641 2.230 0.00
N -2.707 -1.084 -1.864 0.00
C -2.600 -1.331 -0.523 0.01
C -3.702 -1.950 0.094 0.00
C -3.659 -2.287 1.414 0.01
C -2.493 -2.003 2.152 0.00
C -1.467 -1.374 1.532 0.00
N -1.491 -1.012 0.191 0.00
C -1.805 -0.567 -2.760 0.00
C -2.126 -0.565 -4.123 0.00
C -1.240 -0.030 -5.019 0.00
C -0.018 0.507 -4.559 0.00
C 0.237 0.472 -3.228 0.00
N -0.642 -0.065 -2.305 -0.01
H -3.580 -1.393 -2.274 0.00
H -4.579 -2.167 -0.504 0.00
H -4.505 -2.775 1.882 0.00
H -2.405 -2.278 3.194 0.00
H -0.555 -1.148 2.053 0.00
H -3.064 -0.994 -4.454 0.00
H -1.476 -0.022 -6.077 0.00
H 0.701 0.939 -5.241 0.00
H 1.162 0.866 -2.822 0.00
```

Computed properties:
Energy, Ha: -1453.73423
Spin multiplicity: 2
Net charge: +4